1.
DFT (ωB97M-V with the def2-TZVPD basis set) results for an isolated molecule of C4H5NO.

Properties
SMILES ... N#CC1(O)CC1
Kohn-Sham gap ... 8.873 eV
E_LUMO ... 0.474 eV
ΔE to the lowest compared entry with this formula, charge and spin ... 4.0321 eV

```
11
Properties=species:S:1:pos:R:3:forces:R:3
O 0.8905 -0.3154 1.3015 -0.26 -0.92 1.93
C -0.2917 -0.0932 0.5452 1.97 1.21 -0.85
C -0.5046 -0.5293 -0.8837 -0.13 -0.27 -0.43
C 0.7879 0.1014 -0.8379 -0.49 0.70 -0.88
C -1.0762 0.9955 1.0858 0.14 0.75 -0.05
N -1.6581 1.9087 1.5100 0.50 -1.16 -0.48
H 1.0211 -1.2278 1.5399 -0.34 -0.74 0.51
H -0.5875 -1.5790 -1.1325 0.01 -0.07 -0.05
H -1.2474 0.1076 -1.3546 -0.39 -0.29 0.32
H 1.6965 -0.5239 -0.8859 -0.69 0.45 0.79
H 0.9694 1.1552 -0.8878 -0.31 0.34 -0.81
```
Forces are in eV/Å.



2.
DFT (ωB97M-V with the def2-TZVPD basis set) results for an isolated molecule of C4H5NO.

Properties
SMILES ... N#CCCC=O
Kohn-Sham gap ... 10.928 eV
E_LUMO ... 0.663 eV
ΔE to the lowest compared entry with this formula, charge and spin ... 0.9676 eV

```
11
Properties=species:S:1:pos:R:3:forces:R:3
O -0.8719 0.9275 -1.4079 -0.43 -0.18 0.15
C -1.3377 0.0441 -0.7324 0.23 0.40 -0.30
C -0.5369 -0.6200 0.3646 0.45 0.32 0.04
C 0.6965 0.3083 0.7252 -0.34 -0.32 0.05
C 1.5815 0.4108 -0.4409 1.14 0.05 -0.67
N 2.3873 0.4887 -1.2675 -0.88 -0.14 0.76
H -2.3897 -0.2689 -0.8863 0.16 -0.21 0.05
H -0.0916 -1.5456 -0.0151 -0.14 0.01 -0.27
H -1.2509 -0.9923 1.1230 0.68 0.73 0.27
H 1.3265 -0.1031 1.5219 -0.35 -0.16 -0.04
H 0.4869 1.3505 1.0154 -0.53 -0.50 -0.07
```
Forces are in eV/Å.



3.
DFT (ωB97M-V with the def2-TZVPD basis set) results for a structure of composition C4H5NO.

Properties
Kohn-Sham gap ... 9.014 eV
E_LUMO ... 0.455 eV
ΔE to the lowest compared entry with this formula, charge and spin ... 3.5523 eV

```
11
Properties=species:S:1:pos:R:3:forces:R:3
C -1.3912 0.4196 0.1069 -0.07 -0.23 0.13
C -0.9024 -0.8549 0.3183 -0.16 -0.64 0.06
O -0.8929 -2.0050 0.4774 0.01 1.00 -0.14
C 1.5699 -0.4878 0.1333 0.10 0.08 -0.06
C 1.3029 0.6268 -0.5798 -0.43 0.34 -0.17
N 0.7027 1.5223 -1.1009 0.42 -0.55 0.30
H -2.3428 0.4120 -0.4231 0.11 -0.03 0.07
H -0.4431 1.1228 -0.6818 0.12 -0.04 0.01
H -1.3573 1.0396 1.0033 0.03 -0.09 -0.12
H 1.7932 -1.4096 -0.3955 -0.05 0.15 0.06
H 1.9609 -0.3857 1.1418 -0.07 0.02 -0.15
```
Forces are in eV/Å.



4.
DFT (ωB97M-V with the def2-TZVPD basis set) results for an isolated molecule of C4H5NO.

Properties
SMILES ... N#CCCC=O
Kohn-Sham gap ... 11.248 eV
E_LUMO ... 0.670 eV
ΔE to the lowest compared entry with this formula, charge and spin ... 0.6118 eV

```
11
Properties=species:S:1:pos:R:3:forces:R:3
O 2.1724 -0.6715 -0.1551 -0.27 0.28 -0.35
C 1.4565 -0.0837 -0.9299 0.23 -0.18 0.24
C 0.0169 0.2677 -0.6339 -0.03 0.02 0.01
C -0.3268 -0.0534 0.8220 0.17 -0.14 0.08
C -1.7577 -0.1472 1.0982 -0.97 -0.14 0.22
N -2.8794 -0.2615 1.3523 0.96 0.17 -0.30
H 0.1371 -1.0110 1.0942 -0.12 0.24 -0.02
H 1.8358 0.2204 -1.9253 -0.06 -0.02 0.06
H -0.1451 1.3268 -0.8664 0.02 -0.12 0.01
H -0.6110 -0.2918 -1.3408 0.08 0.04 0.13
H 0.1014 0.7052 1.4848 -0.02 -0.14 -0.07
```
Forces are in eV/Å.



5.
DFT (ωB97M-V with the def2-TZVPD basis set) results for an isolated molecule of C4H5NO.

Properties
Kohn-Sham gap (alpha / beta) ... 8.327 / 8.320 eV
E_LUMO (alpha / beta) ... -0.549 / -0.549 eV
ΔE to the lowest compared entry with this formula, charge and spin ... 4.7351 eV

```
11
Properties=species:S:1:pos:R:3:forces:R:3
O -1.0497 0.5016 -0.9860 -0.01 0.05 -0.11
C 0.0076 -0.2076 -1.3239 0.18 -0.11 0.15
C 1.1919 -0.0388 -0.6558 -0.03 0.05 -0.18
C -0.0299 -0.1937 1.1876 -0.01 -0.03 0.16
C -1.1384 0.4534 0.5428 -0.36 0.14 0.64
N -1.9774 0.7841 1.3394 0.44 -0.23 -0.52
H -0.1747 -1.0565 -1.9876 0.05 0.14 0.08
H 1.4426 0.9354 -0.2478 -0.06 -0.15 -0.04
H 2.0292 -0.6982 -0.8689 -0.19 0.03 0.07
H 0.6004 0.3876 1.8528 -0.07 -0.04 -0.15
H -0.1547 -1.2399 1.4638 0.06 0.15 -0.11
```
Forces are in eV/Å.



6.
DFT (ωB97M-V with the def2-TZVPD basis set) results for an isolated molecule of C4H5NO.

Properties
SMILES ... O=C1C=CCN1
Kohn-Sham gap ... 10.573 eV
E_LUMO ... 0.844 eV
ΔE to the lowest compared entry with this formula, charge and spin ... 0.1301 eV

```
11
Properties=species:S:1:pos:R:3:forces:R:3
O -0.8106 2.0879 -1.2041 0.09 -0.34 0.21
C -0.4609 1.0887 -0.6087 0.05 0.05 -0.03
N 0.2733 0.0422 -1.1327 -0.08 0.06 -0.05
C 0.5598 -0.9717 -0.1468 -0.01 -0.03 0.09
C 0.0296 -0.3631 1.1175 -0.19 -0.06 -0.04
C -0.6813 0.7253 0.8291 0.11 0.12 0.09
H 0.8023 0.1727 -1.9816 -0.20 -0.14 0.09
H 1.5958 -1.3241 -0.1595 -0.08 0.28 0.15
H -0.0891 -1.8535 -0.2386 0.19 -0.16 -0.50
H 0.1081 -0.9105 2.0488 -0.14 0.22 0.03
H -1.3269 1.3060 1.4766 0.24 -0.02 -0.05
```
Forces are in eV/Å.



7.
DFT (ωB97M-V with the def2-TZVPD basis set) results for a structure of composition C4H5NO.

Properties
Kohn-Sham gap ... 10.852 eV
E_LUMO ... 1.005 eV
ΔE to the lowest compared entry with this formula, charge and spin ... 3.1997 eV

```
11
Properties=species:S:1:pos:R:3:forces:R:3
C -1.7077 -0.3476 -0.1026 -0.01 -0.04 0.01
C -0.2269 -0.2627 -0.0257 -0.15 -0.21 -0.10
C 0.7616 0.8714 0.2594 -0.13 0.19 0.22
O 1.6311 0.8818 -0.8940 0.02 -0.01 -0.18
C 1.7287 -0.1776 0.0294 0.40 -0.13 0.19
N 0.6470 -1.1773 -0.2619 -0.21 0.23 0.05
H -2.0154 -1.3953 -0.1434 0.04 0.14 -0.02
H -2.0665 0.1635 -1.0036 0.07 -0.03 0.12
H -2.1735 0.1379 0.7609 0.08 -0.07 -0.11
H 0.7396 1.7397 0.9071 0.01 -0.15 -0.10
H 2.6820 -0.4339 0.4744 -0.13 0.07 -0.09
```
Forces are in eV/Å.



8.
DFT (ωB97M-V with the def2-TZVPD basis set) results for a structure of composition C4H5NO.

Properties
Kohn-Sham gap ... 8.221 eV
E_LUMO ... 0.295 eV
ΔE to the lowest compared entry with this formula, charge and spin ... 4.9528 eV

```
11
Properties=species:S:1:pos:R:3:forces:R:3
N -2.0189 -1.4983 -0.6271 -0.46 -0.26 -0.58
C -1.2964 -0.7146 -1.3737 0.05 -0.30 1.05
C -0.3966 0.0099 -0.6849 -0.11 -0.07 0.53
C 0.9272 -0.2612 -0.0563 0.32 0.09 -0.29
C 0.6534 1.0836 0.6320 0.36 0.32 0.08
O -0.6611 1.1223 0.0023 0.03 0.47 -0.39
H -1.6857 -1.3170 0.3408 -0.69 -0.64 -0.06
H 1.0065 -1.1308 0.6198 -0.40 0.21 -0.51
H 1.6824 -0.3134 -0.8277 0.65 0.14 0.23
H 0.5490 1.1054 1.7198 0.11 -0.08 -0.25
H 1.2403 1.9142 0.2551 0.15 0.12 0.19
```
Forces are in eV/Å.



9.
DFT (ωB97M-V with the def2-TZVPD basis set) results for an isolated molecule of C4H5NO.

Properties
SMILES ... C#C/C(C)=N/O
Kohn-Sham gap ... 10.373 eV
E_LUMO ... 0.992 eV
ΔE to the lowest compared entry with this formula, charge and spin ... 4.1482 eV

```
11
Properties=species:S:1:pos:R:3:forces:R:3
C 0.9891 -0.7462 0.6898 0.17 -0.12 0.11
C -0.0175 0.0084 -0.0963 0.07 -0.05 0.05
N -0.1173 0.0231 -1.3550 -0.99 0.85 1.24
O 0.7535 -0.7063 -2.1446 -1.03 0.79 -0.37
C -1.0201 0.8326 0.5165 -0.36 0.32 0.68
C -1.8574 1.5233 1.0347 0.32 -0.26 -0.07
H 1.6695 -1.2599 0.0085 -0.05 0.04 0.17
H 1.5449 -0.0527 1.3248 0.01 -0.14 0.01
H 0.4804 -1.4735 1.3270 0.13 0.04 0.01
H 0.1700 -0.2815 -2.8091 1.69 -1.42 -1.77
H -2.5951 2.1325 1.5038 0.06 -0.05 -0.08
```
Forces are in eV/Å.



10.
DFT (ωB97M-V with the def2-TZVPD basis set) results for an isolated molecule of C4H5NO.

Properties
SMILES ... C1=N[C@H]2C[C@H]2O1
Kohn-Sham gap ... 10.602 eV
E_LUMO ... 1.072 eV
ΔE to the lowest compared entry with this formula, charge and spin ... 1.4435 eV

```
11
Properties=species:S:1:pos:R:3:forces:R:3
C 0.9132 -0.8693 -0.0968 0.12 -0.09 -0.11
C 0.6902 0.5701 0.2455 0.20 0.00 0.16
O -0.0585 1.3410 -0.6752 -0.04 -0.03 -0.05
C -1.2722 0.7345 -0.7219 -0.23 0.02 -0.15
N -1.4959 -0.2563 0.0358 0.08 0.19 -0.07
C -0.2635 -0.4803 0.7595 -0.03 -0.05 0.26
H 0.6968 -1.2266 -1.1000 0.03 0.14 0.11
H 1.7675 -1.3354 0.3852 -0.19 0.05 -0.01
H 1.3993 1.1508 0.8233 -0.12 -0.08 -0.11
H -1.9743 1.1807 -1.4220 0.13 -0.14 0.14
H -0.3565 -0.7953 1.7931 0.06 0.00 -0.18
```
Forces are in eV/Å.